Formula: C31H55BBrNO10SSi2
Source: OMol25
Level of theory: ωB97M-V/def2-TZVPD

```
102
Properties=species:S:1:pos:R:3:mulliken_charge:R:1
C 2.22 -1.12 6.20 -0.6769
C 3.14 -1.90 6.87 -0.2322
C 4.43 -2.39 6.28 0.6434
O 5.42 -1.69 6.23 -0.5178
O 4.50 -3.67 5.82 -0.3691
C 3.85 -3.84 4.56 -0.8154
C 4.29 -2.84 3.47 -0.3951
C 4.02 -3.51 2.10 -0.7563
C 4.01 -2.44 0.95 -0.7963
C 2.72 -2.52 0.07 -0.0793
C 3.05 -2.44 -1.45 -0.8683
Si 2.17 -1.02 -2.35 -0.7382
C 0.40 -1.00 -1.68 -0.8247
C -0.19 -2.44 -1.77 -0.2683
C -1.63 -2.48 -2.28 -1.0103
O -2.56 -2.69 -1.21 -0.2750
C -3.87 -2.64 -1.63 0.8436
C -4.66 -3.91 -1.84 -1.1171
O -4.39 -1.56 -1.81 -0.5823
O 3.10 0.37 -2.01 0.0425
Si 2.34 1.83 -1.84 0.7703
S 1.26 2.08 -0.01 -0.3535
Br 0.94 2.36 -3.51 -0.2697
C 3.71 3.13 -1.82 -0.8329
C 4.12 3.67 -3.23 -0.5893
C 3.69 5.13 -3.35 0.1859
O 2.52 5.41 -3.42 -0.5094
N 4.76 6.15 -3.34 -0.3321
C 4.34 7.20 -2.44 0.2113
C 4.70 7.16 -1.12 -0.1398
C 4.28 8.13 -0.25 -0.4978
C 3.48 9.17 -0.66 -0.4654
C 3.14 9.23 -1.99 -0.6620
C 3.57 8.25 -2.86 -0.2364
B 2.11 -1.54 -4.29 0.2744
O 2.90 -2.64 -4.68 -0.5527
C 1.25 -0.86 -5.44 -0.4357
C -0.28 -0.91 -5.21 -0.7863
H 1.24 -1.53 5.94 0.2756
H 2.42 -0.07 5.96 0.2909
H 2.93 -2.18 7.91 0.3336
H 4.10 -4.84 4.18 0.4217
H 2.75 -3.81 4.64 0.3299
H 3.75 -1.90 3.56 0.4443
H 5.35 -2.62 3.60 0.2785
H 4.84 -4.21 1.93 0.2456
H 3.06 -4.04 2.13 0.4299
H 4.91 -2.63 0.36 0.4166
H 4.09 -1.46 1.44 0.3299
H 2.10 -1.68 0.40 -0.0354
H 2.25 -3.48 0.30 0.3580
H 2.95 -3.40 -1.98 0.2516
H 4.12 -2.18 -1.52 0.5390
H -0.28 -0.30 -2.16 0.7401
H 0.39 -0.75 -0.61 0.4374
H 0.44 -3.09 -2.40 0.3780
H -0.19 -2.92 -0.79 0.2807
H -1.75 -3.31 -2.99 0.3318
H -1.90 -1.56 -2.81 0.4283
H -3.98 -4.75 -2.06 0.3584
H -5.34 -3.82 -2.69 0.3329
H -5.28 -4.13 -0.97 0.2559
H 1.48 1.00 0.76 0.1041
H 3.44 3.94 -1.13 0.4426
H 4.58 2.61 -1.39 0.4058
H 5.21 3.68 -3.27 0.3270
H 3.77 3.06 -4.07 0.4136
H 4.77 6.52 -4.29 0.4022
H 5.33 6.37 -0.73 0.4811
H 4.55 8.09 0.80 0.3405
H 3.13 9.91 0.04 0.3893
H 2.52 10.03 -2.38 0.3405
H 3.28 8.34 -3.90 0.2851
H 2.32 -3.41 -4.62 0.3121
H 1.64 0.15 -5.61 0.3110
H 1.44 -1.41 -6.38 0.2839
H -0.54 -1.92 -4.88 0.1720
H -0.64 -0.20 -4.46 0.1072
H -0.85 -0.73 -6.12 0.4539
C -9.98 -1.80 2.19 -0.7772
O -8.75 -1.40 2.74 -0.2636
C -7.95 -2.50 3.14 -0.5969
C -6.48 -2.11 3.18 -0.4103
O -5.87 -2.10 1.90 -0.4024
C -6.19 -1.01 1.04 -0.1708
C -5.56 0.30 1.46 -0.6385
O -6.30 0.90 2.51 -0.2452
C -5.53 1.84 3.23 -0.7872
H -10.57 -2.37 2.92 0.3253
H -10.53 -0.90 1.91 0.2337
H -9.81 -2.40 1.29 0.3277
H -8.09 -3.34 2.46 0.3434
H -8.27 -2.80 4.15 0.4234
H -5.95 -2.88 3.74 0.3901
H -6.33 -1.17 3.70 0.1941
H -7.27 -0.91 0.92 0.1689
H -5.78 -1.28 0.06 0.2069
H -5.55 0.99 0.60 0.4253
H -4.52 0.11 1.78 0.3623
H -4.67 1.36 3.69 0.3265
H -6.16 2.26 4.01 0.2363
H -5.19 2.65 2.57 0.3169
```

For the LUMO energy, the calculation gives -0.507 eV. The value obtained for the highest occupied orbital energy is -8.45 eV. The orbital gap comes out at 0.29184 Ha. The calculation puts the total energy at -5597.39921 Ha.



Formula: C31H55NO2PTi
Source: OMol25
Level of theory: ωB97M-V/def2-TZVPD

```
91
Properties=species:S:1:pos:R:3:mulliken_charge:R:1
O -0.04 -0.33 -7.81 -0.3732
C -0.18 0.97 -8.47 -0.4453
C -0.42 0.38 -9.86 -0.8429
H 0.74 1.56 -8.39 0.2895
H -1.05 1.52 -8.07 0.2659
C -0.21 -0.97 -9.11 1.5548
H 0.36 0.62 -10.59 0.3003
H -1.43 0.54 -10.25 0.3049
C 1.04 -1.71 -9.56 -1.6342
H 1.91 -1.05 -9.57 0.3757
H 0.90 -2.11 -10.57 0.3874
H 1.24 -2.55 -8.88 0.3617
C -1.43 -1.88 -9.13 -1.6538
H -2.33 -1.34 -8.82 0.3680
H -1.27 -2.73 -8.46 0.3643
H -1.59 -2.27 -10.15 0.3851
Ti -0.42 -0.55 0.61 0.5875
C -2.51 -1.13 1.19 -0.4105
C -2.42 0.31 1.33 -0.6535
C -2.50 0.89 0.02 -1.5334
H -2.45 0.87 2.25 0.8668
C -2.74 -0.17 -0.91 -0.1354
C -2.66 -1.41 -0.21 -0.8269
H -2.81 -2.39 -0.66 0.5761
H -2.60 -1.85 2.00 0.6512
H -2.50 1.96 -0.19 0.6029
H -3.03 -0.04 -1.95 0.5671
C 0.57 -2.38 1.43 -0.0389
C -0.31 -3.02 0.50 -1.2207
C 0.23 -2.84 -0.81 -0.4237
H -1.15 -3.66 0.77 0.5741
C 1.36 -1.99 -0.72 -0.8317
C 1.59 -1.68 0.65 -0.6483
H 2.42 -1.10 1.03 0.3877
H 0.55 -2.53 2.50 0.8622
H -0.15 -3.31 -1.71 0.6243
H 2.01 -1.68 -1.54 0.4740
O -0.19 0.01 -1.80 0.6404
C -0.50 -0.87 -2.93 -0.8194
C -0.78 0.00 -4.14 -0.6694
H -1.35 -1.53 -2.69 0.2936
H 0.37 -1.51 -3.13 0.5192
C 0.08 1.22 -3.85 -0.8338
H -1.85 0.28 -4.16 0.2009
H -0.54 -0.49 -5.08 0.4318
C 0.06 1.35 -2.33 -0.5940
H -0.28 2.12 -4.35 0.3801
H 1.10 1.02 -4.18 0.2896
H -0.76 2.01 -2.01 0.2566
H 1.00 1.72 -1.92 0.3482
C 2.73 2.01 3.06 -1.8648
C 1.32 2.23 3.63 1.7576
C 1.44 2.99 4.97 -1.7640
C 0.55 3.11 2.63 -1.5571
P 0.47 0.57 3.77 -0.2183
N 0.11 0.15 2.22 1.0466
C 1.62 -0.66 4.68 2.3991
C 2.31 -0.03 5.91 -2.0846
C 0.82 -1.88 5.16 -1.8670
C 2.74 -1.14 3.76 -1.8416
C -1.08 0.77 4.88 2.0787
C -2.00 -0.44 4.66 -1.6558
C -0.75 0.88 6.38 -2.0709
C -1.83 2.05 4.50 -1.9180
H 3.16 3.00 2.82 0.6311
H 2.70 1.44 2.12 0.1412
H 3.42 1.54 3.77 0.2685
H 2.04 3.90 4.76 0.5396
H 0.48 3.32 5.37 0.2807
H 1.98 2.43 5.74 0.2756
H 0.43 2.58 1.67 0.0719
H -0.44 3.40 2.99 0.2958
H 1.14 4.03 2.47 0.5393
H 1.62 0.37 6.65 0.3165
H 2.86 -0.85 6.41 0.5986
H 3.06 0.73 5.65 0.3528
H 0.29 -2.36 4.33 0.1302
H 1.53 -2.60 5.57 0.5662
H 0.11 -1.63 5.96 0.3752
H 2.39 -1.84 3.01 0.3154
H 3.28 -0.32 3.27 0.3114
H 3.47 -1.66 4.40 0.5726
H -2.79 -0.41 5.43 0.5990
H -2.48 -0.41 3.68 0.1817
H -1.49 -1.40 4.76 0.2608
H -0.10 1.73 6.61 0.3135
H -1.70 1.06 6.90 0.5771
H -0.33 -0.04 6.81 0.3816
H -1.31 2.96 4.84 0.3810
H -2.02 2.12 3.42 0.2263
H -2.80 2.03 5.01 0.5531
```

For the LUMO energy, the calculation gives -2.847 eV. As for the charge: +1. The value obtained for the highest occupied orbital energy is -10.11 eV. The orbital gap comes out at 0.26702 Ha. The calculation puts the total energy at -2610.00413 Ha.